(1)
103
Properties=species:S:1:pos:R:3:forces:R:3:lowdin_charge:R:1 method="wB97M-V/def2-TZVPD" smiles="CCC[C@@]1(CCCCOC)OS(=O)(=O)[C@@](CCCF)([PH2]=N)C[C@]1(S)Br.O=C1c2ccccc2C(=O)c2ccccc21.O=C1c2ccccc2C(=O)c2ccccc21" homo_energy_ev=-8.86 multiplicity=1 total_charge=0 orbital_gap_ev=7.781
C -2.559 -2.772 4.742 0.3474 0.1272 -0.7046 -0.093
C -1.708 -1.624 4.024 -1.3203 -1.4706 -0.1579 -0.205
C -2.528 -1.261 2.705 1.3629 0.4330 1.2732 -0.156
C -1.791 -0.129 1.865 -1.4969 -1.0209 -0.4167 -0.487
C -2.615 1.201 1.790 -0.5451 -0.2210 0.3722 -0.117
C -4.132 1.020 1.414 -0.2153 0.9252 -0.6020 -0.215
C -5.076 1.967 2.243 -0.5799 -0.4091 -1.1796 -0.153
C -6.500 2.029 1.564 0.5137 0.3145 1.3319 -0.238
O -7.027 0.701 1.542 0.2402 0.4593 -1.2209 -0.211
C -7.304 0.248 0.212 -0.2708 -0.4483 -0.1186 -0.113
O -0.535 0.086 2.592 0.6262 1.9294 -2.0619 -0.261
S 0.373 1.287 1.931 4.0717 3.3441 3.7114 0.734
O 0.052 2.640 2.480 -0.8575 -3.1230 -1.5813 -0.292
O 1.794 0.993 2.309 -2.9828 -0.7952 -1.3113 -0.349
C 0.345 1.316 0.094 -1.0543 -0.2690 -0.5555 -0.527
C 0.122 2.799 -0.405 0.7055 0.8861 0.5783 -0.191
C 1.417 3.714 -0.232 -0.6851 0.4691 -0.9827 -0.161
C 2.154 3.963 -1.610 -0.0790 -0.0723 0.3740 -0.198
F 3.477 3.491 -1.579 -0.4965 0.3143 0.1442 -0.099
P 2.026 0.717 -0.548 0.1059 -0.1348 -2.1401 0.804
N 2.051 0.772 -2.155 -0.5783 0.0994 1.5418 -0.273
C -0.750 0.363 -0.535 -0.4348 -0.6224 -0.2383 -0.288
C -1.373 -0.704 0.443 0.9435 0.8818 0.3099 -0.957
S -0.161 -2.110 0.668 -0.1567 -0.6541 -0.2176 0.748
Br -2.923 -1.478 -0.545 0.8923 0.1922 0.5131 0.790
H -3.056 -2.420 5.669 0.4000 -0.3141 -0.4874 0.069
H -1.886 -3.644 4.922 -0.6587 0.7130 0.2286 0.055
H -3.354 -3.124 4.036 0.5285 0.2216 0.6794 0.069
H -0.737 -2.114 3.770 -0.5947 0.8979 0.1707 0.090
H -1.595 -0.758 4.704 0.1780 -0.4864 -0.5568 0.112
H -3.527 -0.940 3.067 0.5618 -0.0855 -0.5515 0.120
H -2.612 -2.216 2.148 -0.0688 0.8070 0.1004 0.078
H -2.550 1.665 2.808 0.0537 -0.3712 -0.8045 0.139
H -2.197 1.941 1.063 -0.0451 -0.6389 0.7249 0.104
H -4.237 1.356 0.346 0.0486 -0.4502 0.7550 0.108
H -4.501 -0.025 1.435 0.3302 0.7043 0.1966 0.077
H -5.226 1.557 3.264 0.3241 0.5497 -0.4510 0.120
H -4.667 3.003 2.218 -0.1325 -0.6738 0.4539 0.120
H -6.451 2.515 0.564 0.0281 -0.5544 0.4557 0.117
H -7.179 2.664 2.192 0.5274 -0.4640 -0.4573 0.123
H -6.639 0.722 -0.553 -0.5522 -0.2281 0.6218 0.086
H -8.381 0.435 -0.026 0.8148 -0.0660 -0.0507 0.093
H -7.118 -0.848 0.164 -0.1825 0.6547 0.1561 0.089
H -0.690 3.316 0.164 0.5036 -0.8826 -0.2369 0.110
H -0.205 2.836 -1.474 0.3701 -0.4710 0.7967 0.121
H 1.067 4.721 0.102 0.2451 -0.8619 -0.0341 0.116
H 2.104 3.338 0.554 -0.3752 0.2426 -0.5586 0.099
H 1.656 3.428 -2.452 0.3253 0.4644 0.6352 0.094
H 2.196 5.060 -1.813 0.0779 -0.8311 0.0515 0.118
H 2.177 -0.625 -0.090 0.0445 0.7223 0.2996 -0.002
H 3.075 1.498 0.000 -0.4728 -0.4619 0.2826 0.028
H 1.171 1.154 -2.508 0.3435 -0.1903 -0.1961 -0.036
H -0.274 -0.216 -1.368 -0.3838 0.4990 0.6592 0.093
H -1.585 0.927 -1.023 0.7357 -0.0941 0.6861 0.109
H 0.846 -1.702 1.509 -0.9123 0.4564 -0.3166 -0.093
O 2.550 6.035 -8.483 -0.1132 -0.1182 0.0277 0.102
C 1.912 5.050 -8.164 0.4349 0.5305 -0.1371 -0.281
C 2.463 4.073 -7.196 0.0734 -0.1368 0.1340 -0.088
C 3.717 4.298 -6.632 0.1118 -0.0790 0.1506 0.000
C 4.225 3.408 -5.695 -0.1429 0.0253 -0.1007 -0.052
C 3.485 2.292 -5.316 -0.0115 0.0026 -0.0311 -0.055
C 2.243 2.055 -5.888 0.1331 -0.0149 0.1077 -0.001
C 1.731 2.940 -6.834 0.2009 0.0639 0.1179 -0.087
C 0.410 2.668 -7.451 -0.3014 -0.6101 0.1997 -0.282
O -0.205 1.654 -7.176 0.0488 0.1688 -0.0373 0.100
C -0.151 3.656 -8.404 -0.1067 0.1631 -0.1721 -0.085
C -1.406 3.432 -8.965 -0.1366 0.1090 -0.1239 -0.001
C -1.954 4.365 -9.832 0.1161 -0.0175 0.0782 -0.059
C -1.252 5.527 -10.143 0.1041 -0.0693 0.0886 -0.059
C 0.005 5.748 -9.597 -0.1846 0.0322 -0.1191 0.000
C 0.562 4.811 -8.730 -0.2660 -0.0244 -0.0998 -0.084
H 4.294 5.168 -6.919 -0.1534 0.0071 -0.0745 0.120
H 5.198 3.588 -5.254 -0.0443 -0.0056 -0.0096 0.109
H 3.877 1.606 -4.575 -0.0881 0.0354 0.0141 0.103
H 1.672 1.182 -5.594 -0.0463 0.0655 -0.1046 0.118
H -1.957 2.532 -8.722 0.1484 0.0029 0.0894 0.120
H -2.932 4.191 -10.265 0.0416 0.0026 0.0193 0.106
H -1.686 6.259 -10.813 0.0272 -0.0295 0.0240 0.107
H 0.548 6.651 -9.844 0.1033 -0.1069 0.0947 0.120
O 0.532 -4.501 5.105 0.1549 -0.0651 0.0079 0.094
C 1.619 -5.038 5.210 -0.6123 0.3058 -0.0646 -0.269
C 2.479 -5.242 4.019 0.1306 -0.0286 -0.1643 -0.079
C 2.042 -4.794 2.775 0.0663 0.0519 -0.2457 -0.002
C 2.854 -4.943 1.660 -0.0177 -0.0073 0.1260 -0.054
C 4.106 -5.540 1.781 -0.0480 -0.0108 0.1565 -0.052
C 4.538 -6.003 3.016 -0.0131 0.0432 -0.2072 0.004
C 3.724 -5.861 4.137 -0.0717 0.1093 -0.2313 -0.082
C 4.187 -6.375 5.449 0.6378 -0.3424 0.0553 -0.279
O 5.248 -6.962 5.543 -0.1535 0.0872 -0.0099 0.106
C 3.337 -6.153 6.644 -0.1459 0.0372 0.1954 -0.083
C 3.776 -6.598 7.889 -0.0617 0.0106 0.1960 0.002
C 3.004 -6.367 9.018 -0.0130 0.0302 -0.1432 -0.056
C 1.792 -5.691 8.910 0.0421 -0.0102 -0.1437 -0.056
C 1.345 -5.258 7.670 -0.0025 -0.0354 0.2106 0.002
C 2.113 -5.492 6.532 0.0832 -0.0585 0.2399 -0.082
H 1.070 -4.325 2.677 0.0148 -0.0461 0.1556 0.101
H 2.513 -4.590 0.693 0.0052 -0.0220 0.0348 0.105
H 4.744 -5.645 0.912 -0.0283 -0.0043 0.0381 0.109
H 5.510 -6.471 3.107 -0.0849 -0.0127 0.1481 0.121
H 4.720 -7.120 7.977 -0.0223 0.0524 -0.1622 0.121
H 3.348 -6.711 9.986 -0.0097 0.0135 -0.0436 0.108
H 1.195 -5.503 9.794 0.0186 -0.0081 -0.0427 0.108
H 0.400 -4.735 7.590 0.0644 -0.0288 -0.1553 0.120


(2)
105
Properties=species:S:1:pos:R:3:forces:R:3:lowdin_spin:R:1 method="wB97M-V/def2-TZVPD" homo_energy_ev="-12.76 / -12.98" multiplicity=3 total_charge=+2 relative_energy_ev=0.241 orbital_gap_ev="7.414 / 6.662"
Mo 0.786 1.758 0.848 -0.1088 0.2723 -0.3041 1.778
O 1.385 -0.139 0.356 0.0614 -0.0135 -0.0569 0.050
N 2.530 -0.405 -0.324 0.0079 0.0673 -0.0151 0.014
C 2.896 -1.706 -0.409 -0.0348 0.0383 -0.0200 -0.001
C 4.010 -2.053 -1.113 0.0106 0.0127 -0.0131 0.005
C 4.744 -1.044 -1.751 0.0071 -0.0304 -0.0074 -0.001
C 4.335 0.262 -1.663 -0.0404 0.0324 0.0104 0.003
C 3.187 0.599 -0.929 0.0494 -0.0672 -0.0282 0.001
S 2.516 2.180 -0.876 -0.2552 -0.0842 0.1315 0.033
H 2.244 -2.403 0.094 -0.0164 -0.0138 0.0079 0.000
H 4.298 -3.092 -1.172 0.0022 0.0059 -0.0065 0.000
H 5.630 -1.295 -2.319 -0.0021 0.0011 0.0032 0.000
H 4.871 1.059 -2.158 0.0013 -0.0037 0.0025 0.000
I 0.514 4.271 2.252 0.0838 -0.1922 -0.0491 0.005
C -0.507 5.201 0.702 0.0007 -0.0032 0.0163 -0.003
C -1.010 6.451 0.882 -0.0184 0.0308 -0.0275 0.011
C -1.687 7.065 -0.194 0.0023 -0.0079 0.0184 -0.005
C -1.820 6.395 -1.372 0.0029 -0.0120 -0.0079 0.009
C -1.291 5.090 -1.552 -0.0069 0.0140 0.0031 -0.003
C -1.449 4.425 -2.786 -0.0120 -0.0108 -0.0038 0.033
C -0.931 3.174 -2.956 0.0023 0.0051 -0.0063 -0.003
C -0.239 2.554 -1.904 0.0310 0.0027 -0.0197 0.036
C -0.060 3.131 -0.662 0.0045 0.0811 0.0021 -0.044
C -0.597 4.443 -0.486 -0.0051 0.0218 -0.0129 0.001
H -0.898 6.974 1.823 -0.0010 -0.0035 -0.0012 0.000
H -2.092 8.059 -0.070 0.0026 -0.0049 0.0014 0.000
H -2.338 6.854 -2.204 0.0040 -0.0009 0.0020 0.000
H -1.980 4.924 -3.586 0.0027 -0.0023 0.0043 0.002
H -1.045 2.652 -3.897 0.0079 -0.0056 -0.0002 -0.001
H 0.140 1.558 -2.087 0.0113 0.0173 -0.0206 0.001
C -4.391 -3.240 -3.750 -0.0150 0.0052 0.0019 0.000
C -3.991 -2.156 -2.734 0.0152 0.0324 -0.0235 0.000
C -2.926 -1.282 -3.403 -0.0231 0.0026 -0.0401 0.000
C -5.251 -1.327 -2.449 0.0300 0.0223 -0.0165 0.000
C -3.464 -2.823 -1.427 -0.0818 -0.0323 -0.0035 0.000
O -4.467 -3.725 -0.935 -0.0829 -0.0405 -0.0857 0.000
C -2.187 -3.687 -1.583 0.0075 -0.1124 0.0485 0.000
C -0.756 -3.156 -1.400 0.0753 0.1001 0.0711 0.000
C -0.060 -2.548 -2.591 0.0800 0.0113 0.0176 0.000
C 0.306 -1.208 -2.611 0.0279 0.0103 0.0562 0.000
C 0.982 -0.658 -3.691 0.0039 -0.0044 0.0419 0.000
C 1.298 -1.463 -4.772 0.0143 0.0085 -0.0207 0.000
Cl 2.154 -0.787 -6.116 -0.0013 -0.0034 0.0040 0.000
C 0.941 -2.803 -4.782 -0.0061 -0.0089 0.0003 0.000
C 0.270 -3.335 -3.692 0.0053 -0.0098 0.0104 0.000
C -3.426 -1.921 -0.168 0.0225 0.0688 0.0786 0.000
N -2.690 -0.653 -0.150 0.0030 -0.0460 -0.0196 0.006
C -1.496 -0.403 0.362 -0.0589 0.0233 0.0069 0.006
N -1.220 0.895 0.255 0.1124 0.0013 0.0364 0.008
C -2.358 1.406 -0.311 -0.0175 0.0763 -0.0364 0.007
N -3.260 0.502 -0.564 0.0529 0.0060 0.1286 0.001
H -4.644 -2.754 -4.693 -0.0079 0.0016 0.0055 0.000
H -5.281 -3.790 -3.440 0.0119 -0.0015 0.0160 0.000
H -3.591 -3.949 -3.968 0.0010 0.0005 -0.0071 0.000
H -3.387 -0.733 -4.226 -0.0025 0.0057 -0.0010 0.000
H -2.119 -1.883 -3.824 -0.0681 0.0405 0.0130 0.000
H -2.489 -0.543 -2.729 -0.0064 -0.0145 -0.0103 0.000
H -5.717 -1.051 -3.396 0.0069 0.0056 0.0038 0.000
H -5.029 -0.404 -1.915 -0.0036 -0.0146 0.0149 0.000
H -5.980 -1.903 -1.879 0.0124 -0.0071 0.0006 0.000
H -4.620 -4.411 -1.594 -0.0084 -0.0039 0.0123 0.000
H -2.239 -4.215 -2.536 0.0293 0.0158 -0.0065 0.000
H -2.319 -4.456 -0.820 0.0122 -0.0018 0.0244 0.000
H -0.168 -4.025 -1.091 0.0222 -0.0020 -0.0102 0.000
H -0.697 -2.461 -0.557 -0.0091 -0.2011 -0.1793 0.000
H 0.044 -0.578 -1.765 0.0385 -0.0247 -0.0514 0.000
H 1.264 0.387 -3.709 0.0040 0.0351 0.0170 0.000
H 1.194 -3.421 -5.633 -0.0035 0.0008 0.0041 0.000
H 0.004 -4.386 -3.702 -0.0003 0.0034 0.0044 0.000
H -3.027 -2.526 0.647 0.0030 0.0159 0.0076 0.000
H -4.452 -1.669 0.084 -0.0249 -0.0096 -0.0166 0.000
H -0.871 -1.155 0.807 0.0534 0.0544 0.0712 0.000
H -2.508 2.449 -0.529 -0.0049 -0.0156 0.0038 0.000
N 0.888 -1.304 2.786 -0.0566 -0.3995 0.2150 0.003
C 0.124 -0.378 3.414 -0.0616 0.0013 0.1581 0.003
C -0.358 -0.657 4.711 -0.0163 0.0066 -0.0503 -0.001
C -1.275 0.178 5.285 0.0076 0.0068 0.0103 0.004
C -1.737 1.280 4.554 0.0118 -0.0308 -0.0096 0.001
C -1.169 1.523 3.339 -0.0091 -0.0365 -0.0626 0.008
N -0.174 0.773 2.782 -0.1264 0.1257 -0.0266 0.006
H 1.328 -2.016 3.352 -0.0082 -0.1490 0.0667 0.000
H 1.285 -1.085 1.886 -0.1089 -0.0467 -0.1039 0.001
H -0.019 -1.559 5.201 0.0078 -0.0704 0.0142 0.000
H -1.663 -0.034 6.273 -0.0006 -0.0021 -0.0064 0.000
H -2.519 1.925 4.925 0.0093 -0.0016 0.0013 0.000
H -1.523 2.346 2.741 0.0142 0.0829 -0.0198 0.003
O 2.507 -3.022 5.134 0.0088 0.2129 -0.0549 0.000
C 3.520 -2.225 5.758 0.0244 -0.0186 0.0082 0.000
N 3.492 -0.918 5.162 -0.1047 -0.1173 -0.1071 0.000
C 4.501 -0.457 4.362 -0.0624 -0.0191 -0.1484 0.000
O 5.559 -1.019 4.213 0.0612 0.0532 -0.0067 0.000
C 4.195 0.804 3.585 -0.1701 -0.0455 -0.0052 -0.001
C 5.131 1.817 3.447 0.0355 -0.0217 0.0121 0.007
C 4.813 2.898 2.641 0.0745 0.0148 0.0251 0.000
C 3.610 2.914 1.965 -0.0538 -0.0258 -0.0400 0.008
N 2.702 1.927 2.068 0.1309 -0.2371 0.2151 0.002
C 3.004 0.902 2.884 0.0985 0.0969 0.0861 0.006
H 2.486 -3.886 5.566 0.0071 0.0995 -0.0709 0.000
H 4.512 -2.639 5.583 -0.0048 0.0171 0.0198 0.000
H 3.329 -2.156 6.829 -0.0143 0.0301 0.0057 0.000
H 2.693 -0.330 5.334 0.0036 0.0362 0.0441 0.000
H 6.086 1.752 3.952 -0.0030 -0.0097 0.0068 0.000
H 5.498 3.723 2.510 0.0070 -0.0031 0.0081 0.000
H 3.370 3.728 1.299 -0.0178 0.0067 0.0024 0.001
H 2.285 0.099 2.953 0.3027 0.3031 0.0385 0.001


Asked for strongest force on any atom across the records above, the calculation gives 0.1253; 0.0089 Eh/bohr in order.